No. 1
{
  "formula": "C32H44MnN11O8",
  "method": "the ωB97M-V functional and the def2-TZVPD basis",
  "symbols": ["C", "N", "H", "H", "N", "H", "H", "C", "Mn", "C", "H", "O", "H", "C", "H", "C", "H", "C", "H", "H", "C", "O", "N", "H", "C", "H", "O", "O", "H", "C", "C", "H", "H", "H", "C", "C", "C", "N", "C", "H", "H", "N", "H", "C", "O", "C", "H", "H", "C", "H", "O", "O", "H", "H", "H", "H", "H", "O", "C", "N", "C", "H", "H", "C", "H", "H", "H", "H", "N", "H", "C", "C", "H", "H", "C", "H", "C", "H", "H", "C", "C", "N", "H", "C", "H", "C", "N", "C", "C", "H", "C", "N", "H", "H", "C", "N"],
  "coordinates": [[-3.0328, 1.0739, -2.7911], [-0.2615, 2.4700, 1.0830], [-1.7518, -3.5465, 4.5097], [0.3410, -2.3873, 3.8661], [-0.1917, -1.9697, -2.0762], [1.5205, -3.2586, -3.4880], [3.2259, -2.8051, -3.5383], [3.9868, -1.5591, 2.0168], [-0.0311, 0.3733, 0.1704], [-4.2805, -1.9871, 2.8251], [-0.5318, -2.8299, -0.1940], [-2.0742, 3.9266, -6.3419], [4.7410, 0.7925, 4.3579], [2.5214, 0.3687, 1.8374], [-1.4159, -3.5667, -1.5459], [-3.9597, -0.0815, 1.2992], [-3.2018, 0.4261, 0.7130], [2.6029, -2.9117, 0.0298], [3.3987, 2.1122, -0.0045], [-0.5625, 1.5626, 2.9695], [-1.2367, 2.6750, -4.1092], [1.1406, 3.1318, -2.9819], [-2.9154, 3.2442, -5.8041], [-4.2901, -3.3309, 4.4973], [1.7366, 4.6434, 1.5005], [3.6524, 3.8643, -0.0659], [0.9472, 1.5183, -1.5936], [-5.0025, 0.7760, -1.6674], [2.0753, -2.0125, -4.6262], [-0.8526, 1.9970, -2.9529], [-0.7293, -1.8447, -3.4271], [-4.6268, -2.7615, 2.1336], [-0.9834, 3.2990, 2.8965], [-5.1476, -1.3894, 3.1057], [-2.5118, 2.5314, -4.5779], [3.6897, -3.5295, 0.6697], [4.3804, -2.8623, 1.6350], [1.1543, -1.0540, -0.4250], [-2.3291, -3.2511, 3.6332], [2.8803, 0.2739, -1.7208], [-0.9736, 4.4623, 0.8604], [-4.0159, 0.2313, -2.1038], [-1.7182, 3.2552, -0.1874], [-1.0057, 2.3466, 2.3627], [-4.0528, 3.0770, -6.1779], [-0.7776, 3.5748, 0.2590], [-4.5002, 0.6357, 1.9197], [-4.6702, -0.5490, 0.6171], [4.6561, -0.9087, 3.0817], [2.7954, 1.8910, 3.2981], [-3.7662, -0.9544, -2.0212], [-1.2336, -0.5076, 1.5340], [-2.5117, -4.1530, 3.0408], [5.4842, -1.4182, 3.5559], [-3.4346, -1.8200, 4.7896], [2.0490, -3.4766, -0.7112], [-1.9434, -2.0016, -0.9005], [-1.5098, 0.5287, -1.1078], [-1.0770, -2.6253, -1.1121], [2.0145, 3.2765, 1.0519], [-0.0770, -2.5901, 2.8781], [3.9755, -1.1196, -1.8983], [-1.7631, -1.5077, -3.3425], [4.2469, 0.3128, 3.5244], [2.5627, 4.9687, 2.1319], [-0.0653, 3.8343, -0.5197], [0.8286, 4.6769, 2.0944], [1.6535, 5.3237, 0.6535], [-3.3434, -1.0993, 2.1356], [-4.4568, 1.6572, -4.2797], [-3.6274, -2.5951, 4.0453], [0.9993, -1.4939, -1.7080], [4.0802, 2.9562, 1.4030], [3.9606, -4.5399, 0.3957], [1.1434, 2.2934, 1.1966], [-0.5359, 3.3080, -4.6346], [-2.0164, -1.2943, 2.1558], [-0.7237, -2.7968, -3.9586], [-0.1540, -1.1152, -3.9914], [3.1543, 0.9453, 2.9093], [2.2062, -2.4285, -3.6274], [0.4887, 2.2440, -2.4934], [0.0946, -3.6413, 2.6406], [-1.7371, 1.1585, -2.2171], [0.4344, -1.9766, 2.1444], [-3.4416, 1.7393, -3.9135], [1.3895, 1.0012, 1.2846], [3.1597, -0.5580, -2.3588], [3.3734, 3.0301, 0.5762], [-2.0368, 2.0815, 2.1440], [2.9028, -0.9147, 1.3565], [2.0049, -1.4173, -2.5899], [5.2152, -3.3245, 2.1440], [3.4960, -0.1692, -3.3192], [2.2297, -1.6157, 0.3098], [-1.5048, -2.3191, 2.8614]],
  "atomic_forces_ev_per_a": [[0.0, 0.1, -0.1], [0.0, 0.1, 0.0], [0.0, 0.0, 0.0], [0.0, 0.0, 0.0], [0.0, -0.1, 0.0], [0.0, 0.0, 0.0], [0.0, 0.0, 0.0], [-0.1, 0.0, 0.0], [-0.6, 0.0, -0.3], [0.0, 0.0, 0.0], [0.0, 0.0, 0.0], [0.0, 0.0, 0.0], [0.0, 0.0, 0.0], [0.0, 0.0, 0.0], [0.0, 0.0, 0.0], [0.0, 0.0, 0.0], [0.0, 0.0, 0.0], [0.0, 0.1, 0.0], [0.0, 0.0, 0.0], [0.0, 0.0, 0.0], [0.0, 0.0, -0.1], [-0.1, -0.1, 0.0], [0.0, -0.1, -0.1], [0.0, 0.0, 0.0], [0.0, 0.0, 0.0], [0.0, 0.0, 0.0], [0.0, 0.1, 0.2], [0.0, 0.0, 0.0], [0.0, 0.0, 0.0], [-0.1, 0.0, 0.1], [0.0, 0.0, 0.0], [0.0, 0.0, 0.0], [0.0, 0.0, 0.0], [0.0, 0.0, 0.0], [0.0, 0.0, 0.0], [0.0, 0.0, 0.0], [0.0, 0.0, 0.0], [0.1, -0.1, -0.1], [0.0, 0.0, 0.0], [0.0, 0.0, 0.0], [0.0, 0.0, 0.0], [0.0, 0.0, 0.1], [0.0, 0.0, 0.0], [0.0, 0.0, 0.0], [-0.1, 0.0, 0.0], [0.0, 0.0, -0.1], [0.0, 0.0, 0.0], [0.0, 0.0, 0.0], [0.0, 0.0, 0.0], [0.0, 0.0, 0.0], [0.0, -0.1, 0.0], [-0.2, 0.0, 0.1], [0.0, 0.0, 0.0], [0.0, 0.0, 0.0], [0.0, 0.0, 0.0], [0.0, 0.0, 0.0], [0.0, 0.0, 0.0], [0.2, 0.2, 0.0], [0.0, 0.0, 0.0], [-0.1, 0.0, 0.2], [0.0, 0.0, 0.0], [0.0, 0.0, 0.0], [0.0, 0.0, 0.0], [0.0, 0.0, 0.0], [0.0, 0.0, 0.0], [0.0, 0.0, 0.0], [0.0, 0.0, 0.0], [0.0, 0.0, 0.0], [0.0, 0.0, 0.0], [0.0, 0.0, 0.0], [0.0, 0.0, 0.0], [0.0, 0.1, 0.0], [0.0, 0.0, 0.0], [0.0, 0.0, 0.0], [0.3, -0.2, 0.0], [0.0, 0.0, 0.0], [0.1, 0.0, 0.1], [0.0, 0.0, 0.0], [0.0, 0.0, 0.0], [0.0, 0.0, 0.0], [0.0, 0.0, 0.0], [0.1, 0.1, -0.1], [0.0, 0.0, 0.0], [0.0, -0.1, -0.1], [0.0, 0.0, 0.0], [0.0, 0.0, 0.0], [0.2, 0.2, 0.1], [0.0, 0.0, 0.1], [0.0, 0.0, 0.0], [0.0, 0.0, 0.0], [0.0, 0.0, 0.0], [0.0, 0.0, 0.0], [0.0, 0.0, 0.0], [0.0, 0.0, 0.0], [0.0, -0.1, 0.0], [0.0, 0.0, 0.0]],
  "lowdin_charge": [-0.061, -0.165, 0.132, 0.108, -0.095, 0.094, 0.106, -0.141, 1.014, -0.130, 0.086, 0.115, 0.120, -0.193, 0.112, -0.017, 0.059, -0.015, 0.093, 0.100, 0.105, 0.146, -0.349, 0.131, 0.007, 0.113, -0.024, 0.136, 0.104, -0.056, -0.008, 0.140, 0.103, 0.133, -0.104, -0.041, -0.013, 0.013, -0.133, 0.066, 0.101, -0.339, 0.104, -0.003, 0.119, -0.020, 0.107, 0.092, -0.006, 0.125, 0.095, -0.102, 0.137, 0.126, 0.130, 0.122, 0.069, -0.126, 0.001, -0.087, -0.005, 0.106, 0.082, -0.041, 0.112, 0.093, 0.088, 0.110, -0.053, 0.155, -0.137, -0.387, 0.102, 0.119, -0.374, 0.144, -0.418, 0.106, 0.100, -0.020, -0.013, -0.292, 0.106, -0.248, 0.057, 0.120, 0.058, -0.010, 0.012, 0.092, -0.044, -0.105, 0.125, 0.109, -0.222, -0.059],
  "homo_ev": [-12.83, -12.89],
  "multiplicity": 5,
  "total_energy_ev": -97971.122,
  "total_charge": 2,
  "gap_ev": [5.92, 6.53]
}

No. 2
{
  "formula": "C5H29N2O9",
  "method": "the ωB97M-V functional and the def2-TZVPD basis",
  "symbols": ["C", "H", "H", "H", "H", "O", "H", "C", "H", "H", "H", "O", "H", "H", "O", "H", "H", "C", "C", "H", "H", "O", "H", "H", "H", "H", "N", "H", "H", "H", "O", "C", "H", "O", "O", "N", "H", "H", "H", "H", "H", "H", "O", "O", "H"],
  "coordinates": [[-0.4846, 0.0154, -2.1949], [1.7794, 0.1615, 1.9662], [0.0613, -2.0163, -1.8089], [2.0841, -0.8868, -2.2868], [-4.3047, -2.3188, 0.7327], [1.4748, 0.0270, 2.8693], [-1.0934, 3.3062, -0.8807], [-1.8528, 0.7628, 1.7379], [-3.1520, 0.9680, 0.1664], [0.0773, 0.0635, -3.1449], [1.0963, 2.8353, 1.4811], [0.2984, 0.6701, -1.2146], [2.8615, -0.0533, -0.1269], [2.0247, -0.6729, 3.2273], [3.2592, -0.6421, 0.5314], [-0.1577, -0.4603, 0.1450], [-0.9969, 1.3525, 2.0818], [-1.4701, -0.7309, 1.7211], [-0.8433, -1.4146, -1.8705], [1.7980, 1.2344, -1.2010], [-0.0036, 2.2947, -1.3818], [-0.2109, 3.2651, -1.2629], [-2.5783, -1.1179, -0.5672], [-1.5431, 1.1396, -0.2212], [2.2449, -2.2256, -1.5951], [0.1935, 3.8058, 0.7925], [-2.2646, 1.3554, 0.4617], [3.7383, -1.2191, -0.0798], [-2.5704, 0.9666, 2.5394], [-3.7529, -1.0872, 1.4378], [1.7608, -2.6701, -0.0411], [-1.6247, -1.6605, -0.5600], [2.8916, 2.0537, -2.0059], [0.5081, 3.5730, 1.6767], [-4.5728, -1.5833, 1.2904], [-0.7674, -1.1910, 0.5237], [-2.2594, -1.4662, 1.8681], [-0.8126, -0.8721, 2.5818], [-1.4122, 0.6137, -2.3120], [2.1979, -2.0121, 0.5532], [-1.4428, -1.7935, -2.7096], [0.8686, -2.2663, 0.0393], [2.7675, 1.5130, -1.2368], [2.5658, -1.7189, -2.3888], [-1.8359, -2.7358, -0.5280]],
  "atomic_forces_ev_per_a": [[0.7, 1.4, 0.5], [0.2, -0.2, 0.0], [0.1, -0.1, -0.2], [0.1, 0.1, -0.1], [0.1, 0.0, 0.0], [-0.3, 0.2, 0.2], [-0.1, -0.3, 0.0], [0.2, 0.3, 0.0], [0.0, 0.0, -0.2], [-0.4, -0.3, -0.2], [0.0, 0.0, 0.1], [-0.1, -0.4, 0.0], [0.1, 0.6, -0.1], [0.2, 0.0, -0.2], [0.4, 0.0, 0.0], [-0.2, 0.2, -0.1], [0.2, -0.3, -0.2], [0.9, -0.3, 0.1], [-0.7, -0.6, 0.0], [0.1, 0.2, -0.6], [-0.1, 0.0, 0.4], [0.1, 0.4, -0.2], [-0.1, -0.1, -0.2], [0.0, 0.0, -0.1], [0.3, 0.3, -0.5], [0.0, -0.1, -0.2], [-0.3, 0.0, 0.5], [0.2, 0.0, 0.1], [-0.4, -0.1, -0.2], [-0.4, -0.1, -0.1], [-0.6, 0.3, 1.0], [0.7, 0.9, -0.8], [-0.1, 0.3, -0.5], [0.1, 0.0, 0.0], [-0.1, 0.2, 0.1], [0.1, -0.3, 0.4], [-0.3, 0.2, 0.2], [0.0, 0.0, 0.0], [0.0, -0.3, -0.4], [0.2, -0.6, -0.5], [0.1, -0.1, 0.1], [-0.2, -0.6, 0.0], [-0.2, -0.6, 0.9], [-0.2, -0.2, 0.4], [0.0, 0.0, 0.4]],
  "lowdin_charge": [-0.338, 0.011, 0.082, -0.004, 0.029, -0.047, 0.009, -0.241, 0.055, 0.110, 0.021, -0.381, 0.009, 0.039, -0.066, 0.067, 0.088, -0.218, -0.178, -0.010, -0.015, -0.112, 0.092, 0.021, -0.013, 0.001, 0.025, 0.062, 0.107, -0.018, -0.102, -0.229, 0.029, -0.072, -0.069, -0.081, 0.083, 0.091, 0.107, 0.018, 0.113, 0.017, -0.098, -0.101, 0.109],
  "homo_ev": -5.40,
  "relative_energy_kcal_mol": 25.91,
  "total_energy_ev": -27065.442,
  "total_charge": -1,
  "gap_ev": 8.41
}